[1]
Below is a structure of composition C16H26Ge2NO5PdS, with properties calculated with the ωB97M-V functional and the def2-TZVPD basis.

Structure (ORCA input):
```
! RIJCOSX wB97M-V def2-TZVPD def2/J DEFGRID3
* xyz 3 1
Pd 1.220 -0.235 1.968
C 1.370 3.675 2.794
C 1.521 2.412 1.921
Ge -0.250 2.265 1.068
C -0.763 3.645 -0.203
C -1.465 4.831 0.468
C -1.779 2.123 2.370
C -2.982 1.757 2.150
Ge -2.001 -1.119 0.333
C -3.082 -1.300 -1.275
C -4.557 -1.636 -1.070
C -1.798 -2.441 1.799
C -2.996 -3.175 2.374
C -4.323 1.627 1.950
C -4.997 2.756 1.376
C -6.364 2.749 1.275
C -7.080 1.635 1.726
C -6.438 0.510 2.271
C -5.076 0.495 2.383
H 2.325 3.898 3.268
H 0.636 3.552 3.592
H 1.104 4.545 2.192
H 1.994 1.629 2.549
H 2.196 2.571 1.080
H -1.408 3.158 -0.935
H 0.138 3.966 -0.730
H -2.433 4.548 0.884
H -1.647 5.602 -0.279
H -0.877 5.287 1.264
H -1.642 2.580 3.356
H -2.548 -2.119 -1.774
H -2.933 -0.403 -1.875
H -4.702 -2.579 -0.545
H -5.030 -1.734 -2.047
H -5.086 -0.850 -0.530
H -1.143 -2.053 2.579
H -1.199 -3.101 1.157
H -3.553 -2.593 3.104
H -2.611 -4.043 2.913
H -3.674 -3.549 1.608
H -4.414 3.606 1.047
H -6.888 3.601 0.862
H -8.162 1.641 1.661
H -7.027 -0.330 2.615
H -4.568 -0.345 2.836
O 1.292 0.553 -0.283
S 0.132 -0.094 -0.874
O -0.020 -0.177 -2.265
O -0.146 -1.418 -0.148
O -1.112 0.687 -0.149
O 2.426 -1.134 4.071
N 1.394 -0.934 3.701
*
```

## Properties
frontier orbital gap (alpha / beta) = 8.01 / 8.01 eV
calculated total energy = -156055.0440 eV
energy relative to the best compared isomer or geometry (same formula, charge and spin) = 55.0 kcal/mol

***

[2]
Below is a structure of composition C16H26N2OsSi, with properties calculated with the ωB97M-V functional and the def2-TZVPD basis.

Structure (ORCA input):
```
! RIJCOSX wB97M-V def2-TZVPD def2/J DEFGRID3
* xyz 2 5
C -1.210 1.028 4.757
C -1.183 -0.445 4.832
H -0.762 1.479 5.645
H -2.228 1.422 4.704
H -0.675 1.426 3.888
H -1.225 -0.927 3.850
H -0.288 -0.809 5.352
H -2.049 -0.845 5.376
C -0.647 2.680 -1.510
C -0.205 3.514 -2.527
C 0.147 2.972 -3.772
C 0.003 1.606 -3.977
H -0.989 3.023 -0.529
H -0.142 4.581 -2.324
H 0.523 3.617 -4.561
H 0.191 1.111 -4.924
N -0.655 1.336 -1.693
C -0.374 0.784 -2.909
C -0.463 -0.652 -2.923
N -0.772 -1.180 -1.700
C -0.944 -2.515 -1.546
C -0.317 -2.872 -3.848
C -0.695 -3.386 -2.599
H -1.276 -2.823 -0.551
H -0.803 -4.456 -2.420
C -0.241 -1.497 -4.017
H -0.019 -1.020 -4.971
H -0.103 -3.551 -4.672
Os -0.383 0.067 -0.080
C -2.175 -0.028 0.604
H -2.624 -1.036 0.555
H -2.822 0.707 0.087
H -2.065 0.280 1.658
C 2.421 0.914 -0.048
Si 1.481 -0.218 1.185
C 1.919 -2.047 0.933
C 1.874 0.315 2.942
H 2.248 0.632 -1.099
H 3.491 0.806 0.167
H 2.140 1.969 0.077
H 2.977 -2.219 1.174
H 1.304 -2.671 1.596
H 1.742 -2.364 -0.105
H 1.594 1.366 3.094
H 1.324 -0.295 3.669
H 2.950 0.221 3.158
*
```

## Properties
frontier orbital gap (alpha / beta) = 7.47 / 7.25 eV
calculated total energy = -30320.1905 eV

***

[3]
Below is the molecule C16H26N4O2S, with properties calculated with the ωB97M-V functional and the def2-TZVPD basis.

Structure (ORCA input):
```
! RIJCOSX wB97M-V def2-TZVPD def2/J DEFGRID3
* xyz 0 1
C -5.214 -1.621 -4.030
C -4.305 -2.735 -4.551
C -4.573 -4.048 -3.813
C -2.878 -2.347 -4.392
N -2.043 -2.239 -5.359
N -0.816 -1.883 -4.991
C -0.706 -1.712 -3.716
N 0.464 -1.347 -3.106
C 0.569 -1.165 -1.750
O -0.381 -1.325 -1.018
C 1.952 -0.761 -1.306
C 2.028 -0.561 0.207
C 2.554 0.834 0.538
O 2.888 1.612 -0.340
N 2.659 1.147 1.846
C 3.035 2.496 2.222
C 1.823 3.256 2.770
C 2.222 4.666 3.191
C 1.224 2.474 3.941
C 0.889 1.039 3.528
C 0.345 0.233 4.703
C 2.152 0.379 2.959
S -2.173 -1.989 -2.816
H -5.042 -1.461 -2.968
H -6.257 -1.892 -4.177
H -5.019 -0.691 -4.559
H -4.478 -2.878 -5.622
H -4.389 -3.925 -2.748
H -5.608 -4.351 -3.955
H -3.926 -4.836 -4.190
H 1.253 -1.192 -3.717
H 2.209 0.193 -1.783
H 2.668 -1.507 -1.654
H 1.020 -0.668 0.617
H 2.673 -1.308 0.670
H 3.432 2.990 1.335
H 3.819 2.442 2.986
H 1.077 3.321 1.971
H 2.631 5.214 2.346
H 1.358 5.209 3.568
H 2.974 4.632 3.977
H 0.322 2.976 4.298
H 1.942 2.452 4.765
H 0.133 1.068 2.735
H -0.549 0.705 5.104
H 0.088 -0.776 4.390
H 1.085 0.170 5.497
H 1.943 -0.646 2.662
H 2.927 0.357 3.735
*
```

## Properties
frontier orbital gap = 9.59 eV
SMILES string = CC(C)c1nnc(NC(=O)CCC(=O)N2C[C@H](C)C[C@H](C)C2)s1
calculated total energy = -37905.9932 eV
energy relative to the best compared isomer or geometry (same formula, charge and spin) = 26.7 kcal/mol

***

[4]
Below is the molecule C16H27BN2O4, with properties calculated with the ωB97M-V functional and the def2-TZVPD basis.

Structure (ORCA input):
```
! RIJCOSX wB97M-V def2-TZVPD def2/J DEFGRID3
* xyz 0 1
O 0.416 0.745 -1.491
C -0.778 0.863 -1.252
C -1.278 1.590 -0.034
N -1.082 0.844 1.177
C 0.267 0.335 1.615
C 1.326 1.438 1.346
C 2.741 0.910 1.696
C 3.055 -0.400 0.965
C 1.995 -1.501 1.254
C 2.061 -1.791 2.755
C 1.715 -0.505 3.564
O 1.759 -0.848 4.940
C 2.757 0.585 3.223
C 0.278 0.004 3.139
C 0.602 -0.980 0.833
N -1.756 0.321 -2.087
C -3.190 0.259 -1.727
C -3.776 -0.914 -2.512
C -2.854 -1.078 -3.744
C -1.516 -0.430 -3.363
B -1.073 0.584 -4.514
O -1.796 0.587 -5.687
O -0.097 1.525 -4.228
H -0.766 2.541 0.024
H -2.338 1.864 -0.121
H -1.780 0.119 1.363
H 1.293 1.795 0.310
H 1.080 2.341 1.942
H 3.476 1.731 1.484
H 3.060 -0.206 -0.129
H 4.053 -0.746 1.206
H 2.293 -2.411 0.704
H 3.070 -2.077 3.032
H 1.396 -2.626 2.962
H 2.612 -1.352 5.130
H 3.748 0.218 3.499
H 2.535 1.483 3.768
H -0.020 0.927 3.664
H -0.466 -0.765 3.336
H -0.146 -1.752 1.040
H 0.520 -0.821 -0.246
H -3.661 1.170 -2.037
H -3.305 0.106 -0.625
H -4.811 -0.753 -2.844
H -3.780 -1.862 -1.959
H -2.691 -2.111 -4.068
H -3.246 -0.469 -4.601
H -0.705 -1.139 -3.204
H -1.403 1.334 -6.193
H 0.206 1.321 -3.304
*
```

## Properties
frontier orbital gap = 9.05 eV
SMILES string = O=C(CN[C@@]12C[C@@H]3C[C@@H](C[C@@](O)(C3)C1)C2)N1CCC[C@H]1B(O)O
calculated total energy = -28880.3891 eV
energy relative to the best compared isomer or geometry (same formula, charge and spin) = 9.4 kcal/mol

***

[5]
Below is a cluster of 2 separate species, C16H27BrO3PS2 in total, with properties calculated with the ωB97M-V functional and the def2-TZVPD basis.

Structure (ORCA input):
```
! RIJCOSX wB97M-V def2-TZVPD def2/J DEFGRID3
* xyz -1 1
C 3.269 -0.039 2.892
C 2.557 0.382 2.028
C 1.726 0.884 0.949
C 2.496 1.107 -0.334
O 3.645 1.388 -0.468
O 1.651 0.919 -1.362
C 0.290 0.872 -0.877
C -0.161 2.348 -0.837
C -1.668 2.661 -0.835
C -2.073 3.676 0.228
S -1.554 5.323 -0.315
P -0.658 -0.034 -2.238
S 0.341 -1.062 -3.532
C 0.456 0.094 0.498
C 0.717 -1.377 0.124
C 1.436 -2.329 1.081
C 0.864 -2.494 2.480
C -0.646 0.338 1.556
C -1.718 -0.719 1.841
C -2.070 -0.745 3.327
Br -3.390 -0.432 0.858
H 3.903 -0.314 3.695
H 1.350 1.837 1.322
H 0.281 2.786 -1.727
H 0.295 2.874 0.001
H -1.936 3.083 -1.803
H -2.283 1.778 -0.715
H -1.612 3.440 1.184
H -3.149 3.645 0.374
H -1.472 5.900 0.886
H -1.613 -0.752 -1.507
H -1.440 0.972 -2.819
H 1.280 -1.390 -0.806
H -0.242 -1.827 -0.129
H 1.441 -3.307 0.603
H 2.476 -2.029 1.149
H 1.539 -3.097 3.084
H 0.730 -1.553 3.003
H -0.088 -3.024 2.464
H -1.132 1.291 1.378
H -0.128 0.448 2.509
H -1.391 -1.705 1.549
H -1.336 -1.345 3.856
H -2.072 0.268 3.723
H -3.057 -1.166 3.478
C 0.834 -3.538 -6.382
O 1.057 -4.562 -7.211
H 1.753 -2.965 -6.043
H 0.167 -2.713 -6.781
H 0.334 -3.798 -5.397
*
```

## Properties
frontier orbital gap = 3.22 eV
calculated total energy = -124171.2188 eV

***

[6]
Below is a structure of composition C16H27Cl5F6OPSi3Zr, with properties calculated with the ωB97M-V functional and the def2-TZVPD basis.

Structure (ORCA input):
```
! RIJCOSX wB97M-V def2-TZVPD def2/J DEFGRID3
* xyz 2 2
Zr -1.421 -0.034 0.575
C -0.161 -1.320 3.305
O -0.155 -0.884 1.970
Si 1.389 -0.679 1.098
C 1.805 -2.405 0.609
C 2.705 -0.107 2.345
C 0.666 0.457 -0.196
Si 1.402 -0.038 -1.961
C 3.289 -0.341 -1.797
C 1.322 1.364 -3.229
C 0.768 -1.618 -2.635
Si 0.830 2.373 0.153
C 0.333 2.821 1.940
C 2.600 2.961 -0.132
C -0.328 3.483 -0.965
H 0.171 -0.474 3.975
H 0.431 -2.224 3.418
H -1.150 -1.632 3.602
H 2.678 -2.947 1.194
H 2.040 -2.542 -0.454
H 0.908 -3.058 0.778
H 3.345 0.576 1.765
H 3.370 -0.912 2.741
H 2.158 0.420 3.165
H 3.527 -1.432 -1.571
H 3.630 0.162 -0.904
H 3.921 0.014 -2.575
H 1.352 2.399 -2.864
H 0.533 1.230 -3.948
H 2.199 1.398 -3.923
H 0.079 -1.466 -3.498
H 0.255 -2.265 -1.924
H 1.660 -2.064 -3.057
H 0.028 2.008 2.565
H -0.425 3.727 2.054
H 1.184 3.239 2.503
H 3.321 2.763 0.716
H 2.623 4.045 -0.478
H 2.955 2.489 -1.035
H 0.263 4.313 -1.320
H -1.095 3.971 -0.302
H -0.727 3.038 -1.847
Cl -2.271 0.200 -2.008
C -2.352 -1.569 -1.380
C -2.372 -1.827 0.035
C -2.524 -3.130 0.452
Cl -2.462 -3.532 2.151
C -2.644 -4.194 -0.430
Cl -2.887 -5.904 -0.025
C -2.711 -3.867 -1.863
Cl -3.202 -5.151 -2.910
C -2.645 -2.542 -2.286
Cl -2.957 -2.093 -3.933
F -2.376 0.769 2.395
P -3.688 1.908 1.837
F -4.774 2.718 1.034
F -2.766 1.891 0.282
F -4.401 0.509 1.304
F -4.421 1.841 3.230
F -2.825 3.161 2.256
*
```

## Properties
frontier orbital gap (alpha / beta) = 7.71 / 4.34 eV
calculated total energy = -132187.6432 eV
energy relative to the best compared isomer or geometry (same formula, charge and spin) = 0.0 kcal/mol

***

> Which value of calculated total energy does entry 3 give?

-37905.9932 eV

***

> Number 4 is which compound?

C16H27BN2O4

***

> Which formula does entry 5 have?

C16H27BrO3PS2

***

> Look up the calculated total energy of the sixth one.

-132187.6432 eV